--- P ---
Density functional theory data (ωB97M-V/def2-TZVPD) for 2 unconnected molecules or ions with the total composition CH2N2O4.

Values from the calculation:
**Frontier orbital gap (alpha / beta)**: 0.300 / 0.305 Eh

Geometry as ORCA input:
```
! RIJCOSX wB97M-V def2-TZVPD def2/J DEFGRID3
* xyz 0 1
C 1.90823 0.81419 0.07263
N -0.17668 0.21736 -0.49906
N 2.46743 -0.55711 -0.04559
O 2.31651 1.82878 0.50614
O 3.30860 -0.75226 -0.88568
O 1.94665 -1.36394 0.73157
O -0.91631 -0.16867 0.54509
H -0.41878 1.12246 -0.76267
H -0.93186 -1.12840 0.73497
*
```


--- Q ---
Density functional theory data (ωB97M-V/def2-TZVPD) for a single CH2N2O4 molecule.

Values from the calculation:
**Frontier orbital gap**: 0.433 Eh
**SMILES string**: NC(=O)O[N+](=O)[O-]

Geometry as ORCA input:
```
! RIJCOSX wB97M-V def2-TZVPD def2/J DEFGRID3
* xyz 0 1
C -0.60667 -0.25817 0.48938
N 0.12197 -1.37212 0.48125
N 0.30126 1.33981 -0.83361
O -1.30124 0.19644 1.33067
O -0.62514 0.31447 -0.86051
O 0.35569 2.05678 -1.75796
O 0.94826 1.30845 0.15866
H 0.12576 -1.95071 1.30504
H 0.68010 -1.63494 -0.31291
*
```


The structure with the greatest stability is Q.


--- P ---
Density functional theory data (ωB97M-V/def2-TZVPD) for a gas-phase ion, C11H18N (charge +1).

Values from the calculation:
**Frontier orbital gap**: 0.321 Eh

Geometry as ORCA input:
```
! RIJCOSX wB97M-V def2-TZVPD def2/J DEFGRID3
* xyz 1 1
C 3.33765 1.79665 -0.02981
C 2.07814 -1.61342 -0.49928
C -1.28834 -0.76130 1.04998
C 3.07864 -0.58600 0.16399
C 0.65801 -1.29841 -0.16224
C 0.22935 -0.80165 1.23882
C 0.06019 0.04799 0.03719
C -1.19701 0.55739 -0.03656
C -1.52113 1.72213 0.92041
C -3.31664 -0.17931 -1.03353
C -1.89039 0.37198 -1.29484
N 2.62826 0.79671 -0.00672
H 2.91674 2.84032 -0.18069
H 4.38476 1.88740 0.13079
H 2.16110 -1.62502 -1.64181
H 2.54139 -2.63499 -0.24985
H -1.71236 -1.54459 0.50677
H -1.98720 -0.53811 1.83690
H 3.14144 -0.80225 1.20746
H 4.00573 -0.75969 -0.42438
H -0.05601 -1.94491 -0.50867
H 0.77777 -0.80544 2.10864
H -1.55393 2.60709 0.30045
H -0.71921 1.66993 1.71239
H -2.51548 1.51927 1.33536
H -3.89360 -0.03491 -1.89464
H -3.65633 0.37803 -0.10785
H -3.37314 -1.25772 -0.77589
H -1.99715 1.40556 -1.86613
H -1.32125 -0.41275 -1.83628
*
```


--- Q ---
Density functional theory data (ωB97M-V/def2-TZVPD) for a gas-phase ion, C11H18N (charge +1).

Values from the calculation:
**Frontier orbital gap**: 0.410 Eh
**SMILES string**: C#C[C@H](C=C)[N@H+](C)C1CCCC1

Geometry as ORCA input:
```
! RIJCOSX wB97M-V def2-TZVPD def2/J DEFGRID3
* xyz 1 1
C 1.04206 -0.80130 3.35682
C 1.01686 -0.65681 2.18434
C 3.12132 -1.08204 -0.83817
C 2.67564 -0.77523 0.37113
C -2.28428 -0.88470 -1.40491
C -2.35270 0.56704 -1.80167
C -1.66114 -0.85210 0.02005
C -1.82919 1.40645 -0.50373
C -0.92021 0.41536 0.38215
C 1.26299 1.64097 0.44499
C 1.17038 -0.77893 0.72838
N 0.50903 0.41280 0.03506
H 1.19541 -0.57702 4.42998
H 4.16430 -1.16369 -1.00295
H 2.33201 -1.29994 -1.56632
H 3.36366 -0.68123 1.23266
H -3.17640 -1.53393 -1.63608
H -1.53744 -1.27644 -2.15638
H -1.72542 0.73730 -2.68782
H -3.27327 1.02203 -2.17728
H -2.52351 -0.98289 0.74779
H -1.08935 -1.74079 0.27859
H -1.51285 2.30585 -0.83030
H -2.65798 1.65521 0.16637
H -1.06020 0.50090 1.41497
H 1.15491 1.82601 1.52363
H 2.28491 1.55898 0.10710
H 1.00160 2.48183 -0.11600
H 0.75044 -1.81440 0.35995
H 0.55839 0.37070 -1.06235
*
```


The structure with the greatest stability is Q.


--- P ---
Density functional theory data (ωB97M-V/def2-TZVPD) for a single C3H4I2O molecule.

Values from the calculation:
**Frontier orbital gap**: 0.334 Eh

Geometry as ORCA input:
```
! RIJCOSX wB97M-V def2-TZVPD def2/J DEFGRID3
* xyz 0 1
C 0.02583 0.13916 0.05668
C -1.28293 -0.69513 0.02057
C -2.48106 -0.08739 -0.03129
O 0.14018 0.97590 -1.04500
I -2.85774 1.93988 0.07085
I -4.26162 -1.22612 -0.11438
H 0.97186 -0.39321 0.15261
H -0.09482 0.65029 0.93023
H -1.18612 -1.66601 0.29143
H -0.57037 1.74837 -1.02473
*
```


--- Q ---
Density functional theory data (ωB97M-V/def2-TZVPD) for 2 unconnected molecules or ions with the total composition C3H4I2O.

Values from the calculation:
**Frontier orbital gap**: 0.336 Eh
**SMILES string**: C=C(I)C=O.I

Geometry as ORCA input:
```
! RIJCOSX wB97M-V def2-TZVPD def2/J DEFGRID3
* xyz 0 1
C -0.82487 -1.37804 0.22693
C -1.30965 -0.15159 0.06991
C -0.44517 1.02783 -0.08475
O 0.74061 0.96523 -0.28389
I -3.38254 0.25140 0.06646
I 4.43761 0.27225 -0.22660
H -1.44503 -2.24523 0.36503
H 0.24445 -1.52408 0.23543
H -0.96707 1.99566 0.00356
H 2.95165 0.78659 -0.37207
*
```


The structure with the greatest stability is Q.


--- P ---
Density functional theory data (ωB97M-V/def2-TZVPD) for 2 unconnected molecules or ions with the total composition C11H18O.

Values from the calculation:
**Frontier orbital gap**: 0.336 Eh
**SMILES string**: CCc1ccc(O)cc1.CCC

Geometry as ORCA input:
```
! RIJCOSX wB97M-V def2-TZVPD def2/J DEFGRID3
* xyz 0 1
C -3.02178 -1.65966 -0.70650
C -2.80959 -2.74021 0.45683
C -2.14282 -0.43273 -0.25064
C -2.64176 0.80056 -0.58091
C -0.94601 -0.65410 0.39941
C -2.22227 1.81869 0.16128
C -0.41739 0.52381 1.08853
C -1.17510 1.78139 1.06802
O -0.94576 2.81327 1.84182
H -2.71246 -2.06358 -1.70163
H -4.10397 -1.71735 -1.03882
H -3.45678 -3.47211 0.29446
H -3.54089 1.04353 -1.30198
H -0.41888 -1.53142 0.35648
H -2.61701 2.74009 -0.17666
H 0.58489 0.17817 1.50863
H -0.35743 3.42480 1.31215
H -3.09590 -2.18893 1.40488
H -1.83155 -3.29425 0.43196
C 3.90579 0.87561 -0.34747
C 2.74250 0.88600 -1.44979
C 3.95997 -0.47183 0.41231
H 4.81694 1.32199 -0.50099
H 3.39835 1.64408 0.39043
H 1.96519 0.45245 -0.77828
H 3.17401 -0.58385 1.18705
H 3.51997 -1.27658 -0.31348
H 2.86315 0.28523 -2.26741
H 2.57937 2.00673 -1.80509
H 4.94724 -0.50979 0.90539
*
```


--- Q ---
Density functional theory data (ωB97M-V/def2-TZVPD) for 2 unconnected molecules or ions with the total composition C11H18O.

Values from the calculation:
**Frontier orbital gap**: 0.335 Eh
**SMILES string**: Cc1ccc(O)cc1.CC(C)C

Geometry as ORCA input:
```
! RIJCOSX wB97M-V def2-TZVPD def2/J DEFGRID3
* xyz 0 1
C -2.80255 1.26645 -1.95721
C -0.90388 -1.26302 0.13499
C -1.48804 -0.58822 -0.91671
C -1.12840 -0.78064 1.42301
C -2.13453 0.63956 -0.75804
C -1.85668 0.37852 1.62843
C -2.36721 1.07546 0.53954
O -0.59977 -1.38045 2.52584
H -0.31585 -2.16994 0.06154
H -1.25068 -0.92171 -1.91822
H 0.01817 -2.09226 2.33690
H -2.05425 0.62099 2.66252
H -3.46194 0.62090 -2.53206
H -2.03851 1.61810 -2.61677
H -2.81827 2.01355 0.74748
H -3.35957 2.14628 -1.63204
C 2.49232 0.11257 -0.40040
C 2.51876 -0.62545 -1.74694
C 3.37919 -0.53641 0.65489
C 2.85777 1.59481 -0.58359
H 1.48435 0.05086 0.01076
H 2.63264 0.03663 -2.59843
H 4.42826 -0.75126 0.41621
H 3.60492 0.18626 1.45408
H 2.89431 -1.40595 1.09670
H 3.89473 1.78804 -0.32050
H 2.43142 2.08317 -1.45544
H 1.66550 -1.29207 -1.90741
H 3.30809 -1.38695 -1.74783
H 2.28679 2.16640 0.16764
*
```


The structure with the greatest stability is Q.


--- P ---
Density functional theory data (ωB97M-V/def2-TZVPD) for a single C2H4ClFN2 molecule.

Values from the calculation:
**Frontier orbital gap**: 0.380 Eh
**SMILES string**: N/N=C\[C@@H](F)Cl

Geometry as ORCA input:
```
! RIJCOSX wB97M-V def2-TZVPD def2/J DEFGRID3
* xyz 0 1
C -0.61311 0.85910 0.21752
C 0.57984 -0.07336 -0.16210
H -1.91243 0.03375 2.82416
H -1.02274 -1.07828 1.96747
H -0.86332 1.68932 -0.42437
H 1.50531 0.16455 0.33960
N -1.08464 -0.12944 2.31665
N -1.16801 0.82756 1.32873
F 0.19937 -1.34198 0.16296
Cl 0.96865 0.09807 -1.88375
*
```


--- Q ---
Density functional theory data (ωB97M-V/def2-TZVPD) for a single C2H4ClFN2 molecule.

Values from the calculation:
**Frontier orbital gap**: 0.368 Eh
**SMILES string**: N/N=C/[C@@H](F)Cl

Geometry as ORCA input:
```
! RIJCOSX wB97M-V def2-TZVPD def2/J DEFGRID3
* xyz 0 1
C 0.69330 -0.13405 -0.53648
C -0.59159 -0.11786 0.30639
H 0.54246 0.69158 -3.45819
H 1.68291 -0.26905 -2.27098
H 1.57338 -0.79520 -0.28668
H -1.17796 0.71182 -0.09640
N 1.08341 0.69169 -2.53066
N 0.13088 0.47404 -1.58200
F -1.24073 -1.21817 0.36701
Cl -0.03321 0.23386 1.93990
*
```


The structure with the greatest stability is P.


--- P ---
Density functional theory data (ωB97M-V/def2-TZVPD) for a single C2H5FN2 molecule.

Values from the calculation:
**Frontier orbital gap**: 0.381 Eh
**SMILES string**: [H]/N=C(/N)CF

Geometry as ORCA input:
```
! RIJCOSX wB97M-V def2-TZVPD def2/J DEFGRID3
* xyz 0 1
C -0.09002 0.55030 0.03424
C -0.73788 -0.76108 0.06508
H 1.47081 1.90911 0.07957
H 2.12291 0.05464 -0.25289
H -1.83016 1.03888 -0.19689
H -1.60892 -1.00070 0.97649
H -1.25699 -1.09694 -0.70446
N 1.36023 0.80499 0.15814
N -0.89004 1.50993 -0.38577
F 0.30871 -1.76054 0.12173
*
```


--- Q ---
Density functional theory data (ωB97M-V/def2-TZVPD) for a single C2H5FN2 molecule.

Values from the calculation:
**Frontier orbital gap**: 0.372 Eh
**SMILES string**: [H]/N=C(/N)CF

Geometry as ORCA input:
```
! RIJCOSX wB97M-V def2-TZVPD def2/J DEFGRID3
* xyz 0 1
C -0.42457 0.21838 -0.36097
C 0.94189 0.01744 0.40002
H -1.36087 1.74993 -1.47415
H 0.21924 2.08629 -0.89204
H -1.24933 -1.51850 0.16357
H 0.77362 0.75291 1.20090
H 1.76913 0.27360 -0.27356
N -0.52655 1.43592 -0.92578
N -1.44270 -0.56139 -0.20200
F 1.16990 -1.20898 0.99283
*
```


The structure with the greatest stability is Q.


--- P ---
Density functional theory data (ωB97M-V/def2-TZVPD) for 2 unconnected molecules or ions with the total composition C5H5FN2.

Values from the calculation:
**Frontier orbital gap (alpha / beta)**: 0.278 / 0.276 Eh

Geometry as ORCA input:
```
! RIJCOSX wB97M-V def2-TZVPD def2/J DEFGRID3
* xyz 0 1
C -1.08724 1.17334 -0.23400
C -1.38086 -0.92001 0.11721
C 0.15225 0.53598 -0.17266
C 2.83166 -1.44320 -0.07823
C 1.46785 1.04981 -0.28316
N -0.10577 -0.76972 0.02284
N -2.01525 0.24464 -0.07342
F 1.43114 2.34354 0.16325
H -1.30306 2.13606 -0.49384
H -1.94865 -1.92215 0.21367
H 1.94580 -2.12875 0.23236
H 3.08187 -0.76184 0.78463
H -3.06972 0.46229 -0.19865
*
```


--- Q ---
Density functional theory data (ωB97M-V/def2-TZVPD) for 2 unconnected molecules or ions with the total composition C5H5FN2.

Values from the calculation:
**Frontier orbital gap (alpha / beta)**: 0.330 / 0.331 Eh

Geometry as ORCA input:
```
! RIJCOSX wB97M-V def2-TZVPD def2/J DEFGRID3
* xyz 0 1
C 1.53177 -0.81705 0.44083
C 0.96505 1.47160 0.03857
C -1.39311 -0.21382 0.67161
C -0.69463 -0.22734 -0.67868
C 0.68264 0.11895 -0.27202
N 2.30191 -1.54344 0.90112
N 1.17707 2.49951 0.51178
F 1.82318 -0.32173 -1.98232
H -1.11127 0.74824 1.25451
H -1.00309 -0.99406 1.22289
H -2.38146 -0.22902 0.44350
H -0.81034 -1.19959 -1.17203
H -1.08771 0.70776 -1.37977
*
```


The structure with the greatest stability is Q.


--- P ---
Density functional theory data (ωB97M-V/def2-TZVPD) for a single C4H6Cl2O molecule.

Values from the calculation:
**Frontier orbital gap (alpha / beta)**: 0.184 / 0.222 Eh
**Expectation value of S²**: 2.004

Geometry as ORCA input:
```
! RIJCOSX wB97M-V def2-TZVPD def2/J DEFGRID3
* xyz 0 3
C -0.75458 0.27578 -0.05649
C 0.50487 -0.31100 -0.39622
C -1.71709 -0.23840 1.02840
C 1.75865 0.42360 -0.88166
O -0.51316 -0.58453 -1.20085
Cl 0.87476 -1.67257 0.62182
Cl 2.48006 1.11270 0.53987
H -0.95343 1.27849 -0.44999
H -1.06765 -0.86167 1.69357
H -2.46363 -0.82595 0.53582
H -2.19869 0.53497 1.67492
H 1.51431 1.22595 -1.73282
H 2.53558 -0.35736 -1.37637
*
```


--- Q ---
Density functional theory data (ωB97M-V/def2-TZVPD) for a single C4H6Cl2O molecule.

Values from the calculation:
**Frontier orbital gap (alpha / beta)**: 0.315 / 0.392 Eh
**Expectation value of S²**: 2.007

Geometry as ORCA input:
```
! RIJCOSX wB97M-V def2-TZVPD def2/J DEFGRID3
* xyz 0 3
C -0.10749 -0.01459 -0.87124
C 0.47062 -0.19196 0.51922
C -2.25173 0.01983 -0.01741
C 1.96104 0.04737 0.65993
O -1.40596 -0.59235 -0.91422
Cl -2.53044 1.73094 -0.26961
Cl -3.68713 -0.70302 0.46660
H -0.19644 1.03202 -1.02289
H 0.56093 -0.50133 -1.67561
H 0.17016 -0.89877 1.29118
H 2.30238 0.32865 1.62908
H 2.16045 0.60821 -0.26760
H 2.55360 -0.86500 0.47258
*
```


The structure with the greatest stability is Q.